Record 1
52
Properties=species:S:1:pos:R:3:nbo_charge:R:1 method="wB97M-V/def2-TZVPD" relative_energy_kcal_mol=518.95 orbital_gap_ev=8.381
C 7.615 -1.093 -0.741 -0.19
H 8.458 -1.833 -1.151 0.19
O 6.601 -1.751 -0.450 -0.49
C 5.401 -1.215 0.003 0.28
C 5.261 0.023 -0.009 -0.32
C 4.013 0.679 0.674 -0.13
C 2.910 -0.166 1.152 0.09
C 3.081 -1.402 0.757 -0.22
C 4.212 -1.960 0.311 -0.22
H 4.401 -3.100 0.297 0.24
H 2.204 -1.847 1.161 0.23
N 1.705 0.631 1.366 -0.39
C 1.089 -0.052 2.420 0.06
N 0.053 0.988 2.733 -0.26
N 0.040 1.811 1.601 -0.26
C 1.031 1.579 1.117 0.25
S 1.555 2.343 -0.398 0.22
C 1.385 1.089 -1.601 -0.67
H 2.525 0.835 -1.897 0.25
C 0.447 0.091 -1.098 0.57
O 0.861 -1.095 -1.175 -0.57
C -0.977 0.562 -0.729 -0.28
C -1.736 -0.093 0.026 0.31
N -2.867 0.638 0.349 -0.43
C -2.680 1.916 -0.801 0.22
C -1.402 1.727 -1.222 -0.25
H -1.090 2.279 -1.864 0.20
C -3.687 2.963 -0.588 -0.67
H -4.778 2.354 -0.710 0.22
H -3.765 3.229 0.498 0.25
H -3.449 3.679 -1.327 0.24
C -3.953 0.238 0.889 -0.15
C -4.946 -0.453 0.286 -0.38
C -4.999 -1.018 -1.056 -0.22
C -6.186 -1.655 -1.392 -0.28
C -6.985 -1.507 -0.331 -0.56
S -6.409 -0.966 0.900 0.70
H -7.988 -2.165 -0.090 0.25
H -6.349 -1.937 -2.365 0.23
H -4.283 -0.569 -1.620 0.21
H -3.488 -0.409 2.025 0.20
H -4.482 1.262 1.659 0.18
C -1.667 -1.567 0.661 -0.64
H -1.549 -1.544 1.741 0.22
H -0.766 -1.934 0.195 0.25
H -2.260 -2.238 0.397 0.21
H 1.151 1.500 -2.557 0.26
H 1.456 -0.849 3.193 0.27
H 4.018 1.932 0.608 0.25
H 5.919 0.917 -0.085 0.24
H 7.352 -0.380 -1.709 0.12
H 7.998 -0.463 -0.049 0.16


Record 2
24
Properties=species:S:1:pos:R:3:lowdin_spin:R:1 method="wB97M-V/def2-TZVPD" multiplicity=2 charge=+2 orbital_gap_ev="7.472 / 9.830"
C 1.756 0.725 2.754 0.00
O 1.194 1.843 2.144 0.00
C 1.679 -0.500 1.845 0.01
O 0.318 -0.541 1.364 0.16
C 0.000 -1.308 0.274 0.62
C -1.378 -1.002 -0.191 0.08
O -1.507 0.431 -0.210 0.01
C -2.626 0.897 -0.962 0.00
Y -0.318 1.573 1.124 0.01
H 1.244 0.481 3.706 0.00
H 2.823 0.878 2.998 0.00
H 1.903 -1.438 2.369 0.00
H 2.337 -0.388 0.971 0.00
H 0.410 -2.317 0.237 0.03
H 0.982 -0.459 -1.851 0.01
H -2.175 -1.416 0.454 0.02
H -1.522 -1.407 -1.202 0.01
H -2.613 1.991 -0.929 0.00
H -2.538 0.556 -2.001 0.00
H -3.550 0.519 -0.504 0.00
C 0.930 0.096 -2.877 0.03
H 0.738 1.156 -2.673 0.00
H 1.855 -0.049 -3.446 0.00
H 0.058 -0.320 -3.395 0.00


Record 3
56
Properties=species:S:1:pos:R:3:lowdin_spin:R:1 method="wB97M-V/def2-TZVPD" multiplicity=4 charge=-2 relative_energy_kcal_mol=26.83 orbital_gap_ev="6.140 / 5.102"
V 1.875 -1.666 -0.621 1.91
N 0.611 -0.806 3.102 0.00
C 1.856 -0.346 3.701 0.00
C 2.704 0.529 2.764 0.00
C 3.331 -0.210 1.569 0.01
O 4.544 -0.271 1.490 0.02
O 2.531 -0.696 0.660 0.03
H 0.042 -1.266 3.804 0.00
H 0.833 -1.545 2.444 0.00
H 2.478 -1.187 4.039 0.00
H 1.598 0.259 4.577 0.00
H 3.538 0.928 3.340 0.00
H 2.101 1.352 2.375 0.00
Cl 0.769 -2.907 -2.150 0.02
C 2.584 -0.671 -2.293 -0.02
Cl 3.805 0.559 -1.856 0.00
H 1.827 -0.160 -2.892 0.00
H 3.103 -1.389 -2.929 0.00
S 4.624 -5.098 1.418 0.34
C 3.552 -3.939 0.842 0.01
S 2.287 -3.553 1.894 0.50
S 3.713 -3.205 -0.676 0.04
S -0.741 -3.163 1.085 0.09
C -2.063 -2.070 0.894 0.01
C -3.319 -2.407 1.446 0.01
C -4.421 -1.591 1.292 0.00
C -4.323 -0.405 0.567 0.00
C -3.097 -0.054 0.025 0.00
C -1.967 -0.848 0.195 0.00
As -0.265 -0.286 -0.571 0.01
C -1.059 0.264 -2.301 0.00
C -1.541 -0.742 -3.142 0.00
C -2.158 -0.429 -4.343 0.00
C -2.325 0.896 -4.722 0.00
C -1.853 1.903 -3.896 0.00
C -1.223 1.589 -2.698 0.00
C -0.090 1.529 0.143 0.00
C 0.982 2.265 -0.361 0.00
C 1.253 3.545 0.100 0.00
C 0.458 4.104 1.091 0.00
C -0.607 3.375 1.606 0.00
C -0.877 2.097 1.138 0.00
H -3.391 -3.336 1.997 0.00
H -5.369 -1.876 1.737 0.00
H -5.185 0.236 0.428 0.00
H -3.017 0.863 -0.550 0.00
H -1.396 -1.775 -2.857 0.00
H -2.514 -1.221 -4.991 0.00
H -2.822 1.143 -5.653 0.00
H -1.980 2.942 -4.179 0.00
H -0.860 2.391 -2.070 0.00
H 1.622 1.819 -1.116 0.00
H 2.095 4.097 -0.301 0.00
H 0.668 5.101 1.462 0.00
H -1.225 3.807 2.385 0.00
H -1.693 1.525 1.559 0.00


Record 4
9
Properties=species:S:1:pos:R:3:nbo_charge:R:1 method="wB97M-V/def2-TZVPD" charge=+1 relative_energy_kcal_mol=117.00 orbital_gap_ev=9.134
C -0.452 -1.219 0.002 0.08
C 1.938 2.255 0.902 -0.09
C 1.520 1.150 1.191 0.17
C 0.417 -0.717 0.860 0.61
O -0.350 -1.953 -1.069 -0.62
O 1.112 -0.162 1.690 -0.27
H -1.588 -1.034 0.335 0.30
H 2.172 3.108 0.345 0.27
H -1.042 -2.112 -1.700 0.55


Record 5
47
Properties=species:S:1:pos:R:3:mulliken_charge:R:1 method="wB97M-V/def2-TZVPD" orbital_gap_ev=7.847
C -0.816 0.793 -4.116 -0.83
C -0.838 0.282 -2.814 0.50
N -0.010 0.740 -1.843 0.35
C 0.804 1.773 -2.154 0.50
C 0.815 2.376 -3.411 -0.85
C 0.006 1.875 -4.427 -0.57
C -1.824 -0.824 -2.523 -1.09
P -2.390 -0.921 -0.769 0.65
La 0.032 -0.477 0.733 0.97
P 2.283 1.247 0.243 0.70
C 1.753 2.368 -1.133 -1.22
O -0.620 -3.398 -3.065 -0.73
O 0.189 -3.410 -0.480 -0.58
H -1.483 0.328 -4.845 0.45
H 1.483 3.226 -3.536 0.43
H 0.025 2.312 -5.426 0.42
C -3.892 0.085 -0.850 -1.24
C -3.121 -2.586 -0.751 -1.22
H 2.669 2.714 -1.639 0.49
H 1.281 3.245 -0.663 0.36
H -1.396 -1.829 -2.810 0.25
H -2.712 -0.643 -3.146 0.46
C 2.649 2.467 1.552 -1.21
C 3.947 0.816 -0.355 -1.35
H 1.018 -2.706 -0.318 -0.05
H 0.468 -4.230 -0.026 0.18
H -0.164 -3.550 -2.191 0.41
H 0.072 -3.264 -3.732 0.30
H -0.870 1.280 0.950 -0.25
H 1.735 -1.801 0.019 -0.09
H -4.644 -0.379 -1.501 0.37
H -4.280 0.189 0.169 0.40
H -3.628 1.080 -1.215 0.36
H -3.914 -2.682 -1.508 0.39
H -2.338 -3.336 -0.917 0.29
H -3.544 -2.749 0.249 0.41
H 4.575 1.716 -0.426 0.43
H 4.379 0.099 0.356 0.38
H 3.833 0.326 -1.331 0.35
H 3.520 3.075 1.261 0.37
H 1.759 3.092 1.723 0.38
H 2.872 1.908 2.478 0.37
O -1.063 -0.792 4.980 -0.61
Cl 0.062 -0.114 4.411 1.77
O -0.069 1.311 4.477 -0.58
O 1.315 -0.573 4.929 -0.60
O 0.069 -0.464 2.898 -0.64


Record 6
63
Properties=species:S:1:pos:R:3:lowdin_spin:R:1 method="wB97M-V/def2-TZVPD" multiplicity=4 charge=-2 relative_energy_kcal_mol=625.78 orbital_gap_ev="3.493 / 3.999"
Co 0.382 0.670 0.279 2.01
C -2.128 -0.847 2.627 0.09
C -1.300 -1.371 1.650 0.02
N 0.377 -1.440 -0.011 0.10
C 0.894 -1.014 2.274 0.18
C 0.439 -0.778 3.636 0.09
C -1.156 -0.676 3.750 -0.03
C 1.376 -0.679 4.661 0.01
C 2.729 -0.609 4.396 0.07
C 3.182 -0.425 3.046 0.00
C 4.499 -0.115 2.663 0.05
C 4.785 0.266 1.369 0.03
C 3.751 0.381 0.433 0.04
N 2.509 0.025 0.696 0.06
C 2.239 -0.435 2.003 0.00
H -3.182 -0.656 2.613 0.01
H -2.214 -1.823 0.840 0.02
H -1.544 -0.384 4.724 0.00
H 1.016 -0.675 5.685 0.00
H 3.456 -0.569 5.199 0.00
H 5.289 -0.156 3.407 0.00
H 5.802 0.497 1.074 0.00
H 3.936 0.759 -0.568 0.00
O 1.677 2.125 -1.864 -0.06
C 0.909 1.904 -1.037 -0.06
C -6.683 2.123 -4.428 0.00
C -5.500 1.538 -3.699 0.00
C -4.214 2.019 -3.927 0.00
C -3.117 1.494 -3.258 0.00
C -1.727 2.003 -3.530 0.00
C -3.318 0.455 -2.344 0.00
C -4.584 -0.071 -2.126 0.00
C -4.810 -1.247 -1.214 0.00
C -5.662 0.491 -2.807 0.00
C -2.111 -0.032 -1.588 0.00
O -1.596 -1.097 -2.298 0.00
O -1.719 0.602 -0.623 0.02
H -6.433 3.093 -4.857 0.00
H -7.533 2.252 -3.757 0.00
H -7.000 1.465 -5.241 0.00
H -4.061 2.819 -4.644 0.00
H -1.740 2.801 -4.272 0.00
H -1.094 1.192 -3.896 0.00
H -1.265 2.373 -2.614 0.00
H -3.943 -1.444 -0.583 0.00
H -4.983 -2.147 -1.807 0.00
H -5.679 -1.083 -0.575 0.00
H -6.655 0.085 -2.631 0.00
Cl 0.059 -1.743 1.289 0.05
C 0.199 -3.205 1.522 0.10
C 0.441 -4.518 1.561 0.04
C 0.286 -5.054 0.201 0.00
C -0.216 -4.566 -1.031 0.01
C -0.845 -3.334 -1.655 0.00
Cl -2.302 -3.844 -2.597 0.01
C -0.608 -1.982 -1.743 0.02
N 0.555 -1.369 -1.310 0.10
H 0.757 -5.086 2.428 0.01
H 0.598 -6.100 0.107 0.00
H -0.320 -5.385 -1.737 0.00
O -1.014 3.289 2.871 0.00
N -0.644 2.733 1.842 0.00
O 0.240 1.826 2.002 0.02


Per-record strongest force on any atom, Eh/bohr: 0.3678, 0.0793, 0.0777, 0.0731, 0.0579, 0.2755
Per-record DFT total energy, eV: -54876.0784, -13615.6800, -184708.4337, -8276.5424, -57539.3055, -109273.6963